C17H30N2OS | ωB97M-V/def2-TZVPD

```
51
Properties=species:S:1:pos:R:3:mulliken_charge:R:1
C -1.26205 -0.24071 -1.41380 -0.84
C 4.78113 -1.84308 1.40163 -1.93
H -3.12997 1.54882 -2.20265 0.30
H 1.65747 4.59882 -1.21206 0.34
H 0.62150 2.43786 -1.16122 0.75
H 0.86821 -0.00657 -1.89652 0.57
H 5.06955 -3.46227 -0.71688 0.38
H 0.31877 -1.53299 -1.32239 0.84
H 0.62332 3.80617 0.94859 0.22
H 3.89570 -2.65602 -2.09271 0.21
H -3.79687 1.64069 1.66441 0.43
C 4.06411 -2.86119 -0.65321 -1.23
C 3.31293 -0.53176 -0.29893 -0.78
C 0.33041 -0.60404 -1.30964 -1.72
H 2.16850 1.63618 -0.80245 0.27
C -6.44068 -2.02610 0.61201 -1.47
C 4.49172 -1.76715 -0.09916 0.64
H -1.15745 2.38383 0.76753 0.11
N 0.72755 -0.13206 0.05584 0.23
C -3.81737 0.60529 -0.44703 0.25
C -4.18982 0.92551 0.96528 -0.77
H 5.68255 -2.38176 1.32166 0.50
S -4.70144 -0.66981 -0.95726 -0.24
H 3.32170 -3.43859 -0.12270 0.36
H -6.91501 -1.97335 1.41251 0.54
H -1.81220 -1.04072 -0.63764 0.22
H 5.40619 -1.13859 -0.66786 0.28
H 2.16526 -1.02726 1.37003 0.39
H -1.64728 -0.51372 -2.30711 0.71
H -7.41228 -1.84351 -0.16494 0.23
N -1.45979 1.11571 -0.99355 0.20
H 3.55263 0.32984 0.13467 0.77
C 1.53064 3.30994 0.47666 -0.45
H 4.95419 -0.77916 1.91562 0.25
H 0.82486 1.21872 1.60956 0.37
C -5.04510 0.09869 1.38786 -0.56
H -2.69029 2.53595 -0.77014 0.63
C -2.89768 1.42123 -0.89336 -0.90
O 2.23154 4.59045 -0.24490 -0.58
C -1.02360 1.22235 0.59354 -1.10
H -1.37771 0.50562 1.25108 0.61
H -5.50437 -0.14562 2.43863 0.18
H 4.12933 -2.20160 1.78783 0.79
H 3.06067 -0.56440 -1.53147 0.01
C 1.90012 -0.91341 0.30910 -1.01
H 2.26704 3.15672 1.53967 0.23
H -5.96246 -2.92463 0.28390 0.33
H 1.82521 -2.26073 0.25461 0.04
C 1.22516 2.10608 -0.48372 -0.79
C 0.61208 1.19004 0.45089 0.31
C -5.37665 -0.90368 0.45023 0.90
```

The HOMO energy is -7.864 eV. For the LUMO energy, the calculation gives 0.49 eV. The HOMO-LUMO gap is 0.307 Eh. The multiplicity is 1. For the relative energy (zero: lowest compared OMol25 entry of this formula, charge and spin), the calculation gives 17.914 eV.